Record 1
ORCA calculation (ωB97M-V/def2-TZVPD) on a structure of composition C27H44B2Ca2F17N8O9S3 in a non-equilibrium geometry.

Structure (ORCA input):
```
! RIJCOSX wB97M-V def2-TZVPD def2/J DEFGRID3
* xyz 3 1
Ca 19.57 0.80 2.42
Ca 20.63 8.73 2.96
C 9.23 4.57 -0.02
C 9.46 5.91 0.73
N 10.30 6.82 -0.14
C 9.74 7.49 -1.21
C 10.67 8.31 -1.77
N 11.79 8.24 -0.99
C 11.58 7.27 -0.04
C 12.99 9.12 -1.16
H 8.59 4.70 -0.90
H 8.84 3.85 0.70
H 10.18 4.10 -0.25
H 10.04 5.79 1.64
H 8.53 6.41 1.01
H 8.71 7.33 -1.49
H 10.59 9.03 -2.58
H 12.35 7.01 0.66
H 13.46 8.77 -2.07
H 13.68 9.10 -0.31
H 12.69 10.17 -1.14
C 7.26 -1.00 7.60
C 7.95 -1.14 6.26
N 9.40 -1.03 6.21
C 10.35 -1.96 5.87
C 11.65 -1.40 5.84
N 11.46 -0.08 6.27
C 10.08 0.13 6.53
C 12.42 0.93 6.37
H 6.18 -1.10 7.57
H 7.56 -0.03 8.00
H 7.49 -1.70 8.40
H 7.59 -0.34 5.62
H 7.66 -2.10 5.84
H 10.02 -2.88 5.41
H 12.63 -1.75 5.54
H 9.67 1.04 6.93
H 12.24 1.71 5.63
H 13.36 0.39 6.24
H 12.41 1.32 7.39
C 8.79 14.56 7.79
C 9.28 13.20 8.20
N 10.61 12.88 7.69
C 11.07 13.09 6.42
C 12.37 12.57 6.37
N 12.58 11.83 7.47
C 11.39 11.97 8.24
C 13.74 11.10 7.89
H 7.86 14.78 8.32
H 8.47 14.63 6.75
H 9.46 15.33 8.17
H 8.60 12.49 7.72
H 9.09 13.09 9.27
H 10.39 13.68 5.82
H 13.12 12.65 5.61
H 11.12 11.58 9.21
H 14.21 10.54 7.07
H 13.47 10.45 8.72
H 14.53 11.70 8.33
C 18.35 7.01 11.54
C 17.08 6.52 12.31
N 16.41 7.59 13.02
C 17.02 8.74 13.46
C 16.05 9.52 14.12
N 14.82 8.88 13.93
C 15.11 7.65 13.39
C 13.52 9.26 14.54
H 18.89 6.22 11.01
H 19.08 7.47 12.20
H 18.04 7.66 10.71
H 17.45 5.75 12.99
H 16.40 6.01 11.64
H 18.08 8.87 13.26
H 16.18 10.54 14.45
H 14.38 6.85 13.35
H 13.09 8.51 15.21
H 12.81 9.43 13.73
H 13.67 10.25 14.98
B 18.65 12.30 2.39
F 19.78 12.98 2.77
F 18.95 11.42 1.37
F 18.12 11.46 3.35
F 17.66 13.14 2.03
B 17.31 5.89 3.86
F 17.70 4.55 3.69
F 18.20 6.38 4.72
F 17.51 6.69 2.74
F 16.12 6.13 4.50
C 18.62 5.41 -3.10
F 18.77 6.60 -3.67
F 17.49 5.40 -2.42
F 18.60 4.42 -4.02
S 20.03 5.16 -1.90
O 21.17 4.95 -2.77
O 20.24 6.39 -1.10
O 19.72 3.98 -1.03
C 24.75 3.99 6.20
F 25.71 4.79 6.39
F 25.28 2.78 6.25
F 23.80 4.12 7.12
S 24.00 4.25 4.39
O 25.15 4.10 3.47
O 22.98 3.23 4.18
O 23.53 5.61 4.29
C 23.75 10.50 8.64
F 24.43 9.82 7.72
F 23.47 9.65 9.69
F 24.44 11.52 9.20
S 22.11 11.21 7.93
O 21.77 10.30 6.81
O 21.10 11.29 9.00
O 22.51 12.57 7.47
*
```

The calculation puts the total energy at -6466.8194 a.u. As for the frontier orbital gap: 1.19 eV.

Löwdin atomic charge list, values in e, 2 entries:
1. Ca 1.6964
2. Ca 1.8735



Record 2
ORCA calculation (ωB97M-V/def2-TZVPD) on a structure of composition C27H44BrNOP2PdS in a non-equilibrium geometry.

Structure (ORCA input):
```
! RIJCOSX wB97M-V def2-TZVPD def2/J DEFGRID3
* xyz 0 1
C -0.39 -4.48 5.19
C 0.15 -3.24 4.82
C 1.54 -3.20 4.49
C 2.30 -4.37 4.57
N 1.76 -5.52 4.97
C 0.46 -5.59 5.25
C -0.64 -2.06 4.74
C -1.20 -1.01 4.40
C -1.63 0.29 4.12
C -2.92 0.59 3.63
C -2.96 1.12 2.34
C -1.74 1.63 1.89
C -0.56 1.82 2.62
C -0.59 1.23 3.88
Pd -1.42 1.56 -0.09
P -0.38 -0.44 -0.39
H 2.05 -2.27 4.20
H -1.43 -4.63 5.44
H 3.37 -4.41 4.31
H 0.08 -6.57 5.55
H 0.22 1.36 4.58
H -3.83 0.26 4.10
H 0.33 2.32 2.21
H -3.80 0.99 1.65
C -0.41 -1.13 -2.08
C 0.19 -2.52 -2.34
H 0.07 -0.38 -2.73
H -1.47 -1.12 -2.37
H -0.01 -2.81 -3.38
H 1.28 -2.55 -2.21
H -0.26 -3.30 -1.71
C 1.25 -0.88 0.32
C 1.46 -2.33 0.79
H 1.43 -0.18 1.15
H 2.00 -0.64 -0.45
H 2.50 -2.47 1.12
H 0.82 -2.59 1.65
H 1.29 -3.07 -0.01
C -1.51 -1.33 0.74
C -1.99 -2.72 0.35
H -2.39 -0.68 0.83
H -1.06 -1.31 1.75
H -2.60 -3.10 1.18
H -2.63 -2.68 -0.55
H -1.15 -3.42 0.20
Br -1.40 2.85 -2.31
P 1.69 2.41 -2.24
C 2.82 0.97 -2.43
C 3.86 1.15 -3.53
H 2.15 0.13 -2.65
H 3.31 0.74 -1.46
H 4.45 0.23 -3.66
H 3.37 1.38 -4.48
H 4.56 1.97 -3.29
C 1.82 3.40 -3.79
C 2.21 4.84 -3.51
H 0.79 3.33 -4.19
H 2.48 2.97 -4.55
H 1.83 5.50 -4.30
H 1.84 5.15 -2.52
H 3.30 4.99 -3.51
C 2.54 3.31 -0.82
C 4.04 3.56 -1.01
H 2.36 2.68 0.08
H 2.00 4.25 -0.63
H 4.45 4.13 -0.16
H 4.61 2.62 -1.08
H 4.24 4.15 -1.92
C -5.54 1.25 -1.09
S -4.86 -0.07 -2.12
C -4.54 0.86 -3.62
O -3.54 -0.44 -1.53
H -6.50 1.55 -1.52
H -4.82 2.09 -1.08
H -5.68 0.84 -0.08
H -3.84 1.69 -3.42
H -4.10 0.16 -4.34
H -5.52 1.21 -3.97
*
```

The calculation puts the total energy at -4967.7872 a.u. The relative energy (zero: lowest compared OMol25 entry of this formula, charge and spin) is 3.9792 eV. As for the frontier orbital gap: 5.51 eV.

Löwdin atomic charge list, values in e, 2 entries:
1. C -0.0162
2. C -0.2350



Record 3
ORCA calculation (ωB97M-V/def2-TZVPD) on a cluster of 6 separate species, C27H44F15N3O13P in total in a non-equilibrium geometry.

Structure (ORCA input):
```
! RIJCOSX wB97M-V def2-TZVPD def2/J DEFGRID3
* xyz 1 1
C -2.10 -3.49 -0.31
C -1.32 -3.57 -1.64
C 0.12 -4.06 -1.40
C 1.14 -2.95 -1.61
N 0.79 -1.74 -0.79
C 1.75 -1.31 0.06
N 1.68 -1.69 1.40
N 2.71 -0.54 -0.33
C 3.75 -0.07 0.62
C 4.62 -1.20 1.19
P 2.84 0.04 -1.98
O 3.76 1.13 -2.06
O 1.43 0.50 -2.55
O 3.34 -1.18 -2.85
H -1.92 -2.54 0.19
H -3.15 -3.64 -0.49
H -1.79 -4.33 0.30
H -1.36 -2.60 -2.12
H -1.83 -4.27 -2.29
H 0.34 -4.85 -2.11
H 0.22 -4.44 -0.39
H 1.08 -2.67 -2.65
H 2.15 -3.31 -1.45
H -0.03 -1.94 -0.23
H 1.22 -2.59 1.43
H 1.06 -1.02 1.86
H 4.39 0.64 0.13
H 3.27 0.48 1.42
H 4.59 -1.13 2.27
H 4.21 -2.17 0.95
H 5.66 -1.12 0.89
H 0.80 0.53 -1.81
H 2.75 -1.22 -3.63
C -5.80 1.27 -1.99
C -5.70 0.10 -1.04
O -4.34 -0.09 -0.59
C -3.94 0.69 0.40
O -4.60 1.52 0.96
C -2.50 0.33 0.78
F -1.71 0.18 -0.31
F -2.45 -0.84 1.45
F -1.92 1.25 1.54
H -5.11 1.15 -2.82
H -6.81 1.35 -2.38
H -5.55 2.20 -1.49
H -5.98 -0.82 -1.56
H -6.37 0.21 -0.19
C -11.31 -3.55 -0.27
C -10.19 -3.16 0.68
O -9.60 -1.91 0.29
C -10.24 -0.82 0.68
O -11.26 -0.78 1.31
C -9.46 0.43 0.23
F -9.03 0.33 -1.04
F -8.37 0.62 1.00
F -10.20 1.53 0.32
H -10.95 -3.57 -1.30
H -11.70 -4.54 -0.01
H -12.13 -2.83 -0.22
H -9.39 -3.90 0.64
H -10.54 -3.11 1.71
C -3.75 3.47 4.19
C -2.25 3.59 4.24
O -1.84 4.95 4.49
C -1.87 5.33 5.76
O -2.19 4.66 6.69
C -1.36 6.78 5.87
F -1.91 7.56 4.93
F -0.03 6.82 5.72
F -1.66 7.30 7.06
H -4.17 4.16 3.46
H -4.05 2.46 3.92
H -4.20 3.71 5.15
H -1.82 3.32 3.27
H -1.82 2.92 4.99
C 6.40 -1.90 -2.69
C 6.55 -3.26 -2.04
O 7.10 -4.21 -2.95
C 8.42 -4.19 -3.09
O 9.17 -3.45 -2.53
C 8.86 -5.30 -4.06
F 8.08 -5.33 -5.15
F 8.79 -6.50 -3.46
F 10.12 -5.11 -4.45
H 5.82 -1.97 -3.60
H 5.91 -1.20 -2.01
H 7.37 -1.48 -2.96
H 5.57 -3.64 -1.75
H 7.15 -3.20 -1.13
C 5.08 5.18 -1.85
C 5.22 3.93 -1.01
O 6.55 3.81 -0.47
C 6.79 4.52 0.63
O 6.02 5.23 1.20
C 8.23 4.25 1.11
F 9.10 4.28 0.09
F 8.30 3.03 1.68
F 8.61 5.15 2.01
H 5.84 5.20 -2.63
H 4.10 5.21 -2.32
H 5.20 6.07 -1.24
H 5.06 3.05 -1.63
H 4.48 3.90 -0.21
*
```

The calculation puts the total energy at -4036.8877 a.u. As for the frontier orbital gap: 8.58 eV.

Löwdin atomic charge list, values in e, 2 entries:
1. C -0.0828
2. C -0.2241



Record 4
ORCA calculation (ωB97M-V/def2-TZVPD) on a cluster of 7 separate species, C27H44F5N4O10S in total in a non-equilibrium geometry.

Structure (ORCA input):
```
! RIJCOSX wB97M-V def2-TZVPD def2/J DEFGRID3
* xyz 1 1
N -2.84 1.90 0.85
C -1.31 1.67 0.92
N -1.12 0.17 0.91
C -1.46 -0.51 2.26
C -1.97 0.35 3.60
C -0.68 1.04 4.40
O -1.08 2.24 5.18
C -1.34 -2.13 2.50
C -0.86 -3.03 1.19
C -0.74 -4.64 1.48
O -1.74 -5.54 1.29
O 0.53 -5.21 2.04
C -0.55 -2.33 -0.26
C -0.12 -3.14 -1.61
F -0.04 -4.61 -1.52
F -1.23 -2.89 -2.61
C 1.37 -2.68 -2.23
C 2.66 -2.57 -1.20
C 4.12 -2.11 -1.78
C 4.28 -1.75 -3.39
C 3.02 -1.82 -4.44
C 3.31 -1.43 -6.01
F 3.23 -2.64 -6.91
F 4.69 -0.87 -6.21
F 2.37 -0.38 -6.54
C 1.54 -2.32 -3.85
C -0.68 -0.66 -0.31
C -0.34 0.18 -1.72
C 1.26 0.67 -1.67
S 1.46 2.54 -1.68
C 2.31 2.91 -0.01
N 2.01 3.98 1.01
N 2.96 3.69 2.02
C 3.87 2.48 1.74
O 3.43 2.00 0.39
H -3.32 1.00 0.57
H -3.07 2.65 0.16
H -0.84 2.21 1.88
H -0.87 2.25 0.00
H -2.83 1.11 3.36
H -2.43 -0.42 4.38
H 0.16 1.43 3.65
H -0.12 0.25 5.09
H -0.86 3.04 4.60
H -1.60 -2.63 3.54
H 1.20 -4.46 2.15
H 2.52 -2.79 -0.05
H 5.11 -2.00 -1.13
H 5.35 -1.40 -3.78
H 0.61 -2.37 -4.58
H -1.05 1.12 -1.86
H -0.44 -0.47 -2.68
H 1.84 0.27 -2.64
H 1.84 0.18 -0.75
H 4.72 2.05 2.44
C 3.29 -2.47 3.71
O 2.92 -3.72 3.14
H 2.41 -2.04 4.20
H 4.08 -2.63 4.44
H 3.63 -1.80 2.92
H 3.71 -4.08 2.71
C 1.97 5.90 -3.89
O 1.45 5.79 -2.57
H 3.06 6.01 -3.83
H 1.73 4.99 -4.45
H 1.54 6.77 -4.38
H 0.49 5.69 -2.66
C -0.99 8.25 -4.36
O -0.81 6.85 -4.24
H -0.01 8.74 -4.27
H -1.43 8.48 -5.33
H -1.64 8.60 -3.55
H -1.69 6.44 -4.31
C -1.07 3.77 -4.73
O -0.55 2.63 -4.06
H -1.52 4.44 -4.00
H -0.27 4.28 -5.26
H -1.84 3.45 -5.44
H -0.16 2.05 -4.74
C -4.55 -4.31 2.96
O -4.68 -3.35 3.99
H -4.23 -3.81 2.04
H -3.80 -5.05 3.24
H -5.52 -4.80 2.79
H -4.97 -3.82 4.79
C -4.37 -6.13 7.03
O -4.87 -4.81 6.95
H -4.36 -6.57 6.03
H -3.35 -6.11 7.42
H -5.00 -6.73 7.68
H -4.87 -4.45 7.85
*
```

The calculation puts the total energy at -2922.8844 a.u. As for the frontier orbital gap: 6.28 eV.

Löwdin atomic charge list, values in e, 2 entries:
1. N 0.0002
2. C -0.1989



Record 5
ORCA calculation (ωB97M-V/def2-TZVPD) on a cluster of 5 separate species, C27H44IN3O12 in total.

Structure (ORCA input):
```
! RIJCOSX wB97M-V def2-TZVPD def2/J DEFGRID3
* xyz 0 1
C 4.08 -0.51 0.60
C 2.64 -0.33 1.05
C 1.67 -0.91 0.02
C 0.19 -0.78 0.38
N -0.17 0.54 0.96
C -1.21 1.21 0.27
N -2.44 0.93 0.56
C -3.41 1.62 -0.12
C -4.77 1.36 0.13
C -5.73 2.02 -0.57
C -5.39 2.96 -1.56
C -4.08 3.23 -1.81
C -3.07 2.57 -1.10
N -1.76 2.86 -1.36
C -0.85 2.22 -0.70
C 0.61 2.54 -0.93
C 0.87 3.35 -2.19
C 2.33 3.84 -2.19
I 3.24 3.83 -4.10
H 4.24 -0.02 -0.37
H 4.34 -1.56 0.48
H 4.79 -0.07 1.30
H 2.43 0.72 1.22
H 2.49 -0.87 1.99
H 1.91 -1.96 -0.17
H 1.83 -0.38 -0.93
H -0.09 -1.57 1.09
H -0.41 -0.95 -0.52
H -0.50 0.40 1.90
H -5.03 0.64 0.89
H -6.77 1.80 -0.36
H -6.17 3.46 -2.12
H -3.78 3.95 -2.57
H 1.17 1.60 -0.98
H 0.97 3.07 -0.05
H 0.21 4.21 -2.25
H 0.72 2.72 -3.07
H 2.39 4.85 -1.79
H 2.95 3.22 -1.54
C 0.71 1.45 4.98
O 1.44 0.96 6.11
C 2.71 0.66 5.85
O 3.25 0.78 4.78
O 3.27 0.22 6.97
C 4.65 -0.14 6.83
H -0.29 1.64 5.33
H 1.16 2.37 4.61
H 0.70 0.71 4.18
H 5.24 0.72 6.53
H 4.77 -0.94 6.10
H 4.97 -0.48 7.81
C -6.18 4.50 -8.48
O -5.93 4.25 -7.09
C -6.15 2.99 -6.72
O -6.52 2.10 -7.43
O -5.88 2.89 -5.42
C -6.07 1.58 -4.87
H -5.96 5.56 -8.63
H -5.53 3.89 -9.10
H -7.22 4.30 -8.72
H -5.42 0.86 -5.36
H -7.11 1.27 -4.98
H -5.82 1.66 -3.82
C -4.34 -6.50 2.19
O -4.71 -5.15 1.89
C -3.73 -4.26 2.07
O -2.62 -4.51 2.45
O -4.20 -3.06 1.75
C -3.24 -2.00 1.91
H -5.22 -7.10 2.00
H -3.52 -6.83 1.55
H -4.05 -6.59 3.23
H -2.38 -2.16 1.27
H -2.92 -1.93 2.95
H -3.74 -1.09 1.62
C 9.94 -3.22 -0.36
O 9.20 -4.33 0.15
C 7.96 -4.04 0.51
O 7.44 -2.96 0.45
O 7.38 -5.15 0.97
C 6.03 -4.98 1.39
H 10.92 -3.61 -0.61
H 9.46 -2.82 -1.25
H 10.03 -2.44 0.39
H 5.40 -4.64 0.57
H 5.97 -4.26 2.21
H 5.69 -5.96 1.73
*
```

The calculation puts the total energy at -2420.1011 a.u. The relative energy (zero: lowest compared OMol25 entry of this formula, charge and spin) is 0.0000 eV. As for the SMILES: CCCCNc1nc2ccccc2nc1CCCI.COC(=O)OC.COC(=O)OC.COC(=O)OC.COC(=O)OC. As for the frontier orbital gap: 9.01 eV.

Löwdin atomic charge list, values in e, 2 entries:
1. C -0.1041
2. C -0.2737